# 1
Molecular formula: C22H38LuN6Si
Method: DFT, wB97M-V/def2-TZVPD

Positions of all 68 atoms, in Å:
Lu  -0.402  0.001  -0.035
C  -1.823  -2.614  -0.321
C  -1.350  -2.638  -1.633
C  -2.071  -2.018  -2.650
C  -3.262  -1.368  -2.361
C  -3.720  -1.311  -1.053
C  -3.000  -1.923  -0.034
H  -1.280  -3.123  0.464
H  -0.440  -3.176  -1.869
H  -1.700  -2.042  -3.666
H  -3.812  -0.869  -3.147
H  -4.632  -0.776  -0.824
H  -3.368  -1.893  0.985
C  3.699  -3.106  -0.199
N  3.110  -2.862  1.109
C  3.662  -3.628  2.221
C  1.964  -2.144  1.190
N  1.215  -1.806  0.200
N  1.662  -1.714  2.480
C  0.447  -1.281  2.961
N  0.362  -1.303  4.315
N  -0.511  -0.891  2.187
H  4.745  -3.368  -0.065
H  3.662  -2.201  -0.803
H  3.204  -3.927  -0.727
H  3.992  -4.598  1.853
H  2.905  -3.822  2.979
H  4.518  -3.124  2.675
H  1.526  -2.251  -0.657
H  2.418  -1.751  3.142
H  1.090  -1.677  4.895
H  -0.380  -0.801  4.769
H  -1.341  -0.687  2.730
C  -2.155  1.627  2.609
N  -1.726  1.746  1.214
C  -0.790  2.884  1.122
C  -2.932  2.013  0.392
C  -2.600  2.110  -1.077
C  -3.283  3.004  -1.894
C  -2.960  3.084  -3.242
C  -1.943  2.291  -3.759
C  -1.267  1.410  -2.921
C  -1.582  1.284  -1.563
H  -2.677  2.536  2.930
H  -1.292  1.493  3.262
H  -2.850  0.792  2.723
H  -1.263  3.797  1.503
H  -0.490  3.041  0.091
H  0.100  2.672  1.719
H  -3.418  2.931  0.752
H  -3.627  1.190  0.592
H  -4.058  3.645  -1.486
H  -3.491  3.779  -3.880
H  -1.676  2.372  -4.806
H  -0.468  0.813  -3.356
C  1.910  3.088  -1.168
Si  2.018  1.270  -0.673
C  2.718  0.382  -2.201
C  3.376  1.128  0.645
H  2.868  3.430  -1.574
H  1.674  3.731  -0.318
H  1.143  3.250  -1.928
H  3.621  0.895  -2.549
H  2.022  0.361  -3.043
H  3.000  -0.651  -1.985
H  4.322  1.530  0.266
H  3.561  0.087  0.934
H  3.128  1.681  1.554

Properties
- Gap between HOMO and LUMO: 0.2497 Eh
- E: -73866.0777 eV
- Energy above the lowest of the compared OMol25 structures with the same formula, charge and spin: 6.6 kcal/mol
- LUMO level: -2.5 eV
- Charge: +1

Charges in e, computed with Löwdin, in the same order as the atoms: atom 1 (Lu): 1.480, atom 2 (C): -0.169, atom 3 (C): -0.124, atom 4 (C): -0.075, atom 5 (C): -0.071, atom 6 (C): -0.083, atom 7 (C): -0.120, atom 8 (H): 0.094, atom 9 (H): 0.102, atom 10 (H): 0.116, atom 11 (H): 0.121, atom 12 (H): 0.115, atom 13 (H): 0.106, atom 14 (C): -0.027, atom 15 (N): -0.145, atom 16 (C): -0.033, atom 17 (C): -0.440, atom 18 (N): 0.039, atom 19 (N): 0.158, atom 20 (C): -0.476, atom 21 (N): 0.181, atom 22 (N): 0.030, atom 23 (H): 0.102, atom 24 (H): 0.070, atom 25 (H): 0.105, atom 26 (H): 0.099, atom 27 (H): 0.089, atom 28 (H): 0.100, atom 29 (H): 0.056, atom 30 (H): 0.140, atom 31 (H): 0.114, atom 32 (H): 0.115, atom 33 (H): 0.047, atom 34 (C): -0.115, atom 35 (N): -0.356, atom 36 (C): -0.100, atom 37 (C): -0.175, atom 38 (C): -0.293, atom 39 (C): -0.045, atom 40 (C): -0.082, atom 41 (C): -0.090, atom 42 (C): -0.158, atom 43 (C): -0.275, atom 44 (H): 0.102, atom 45 (H): 0.079, atom 46 (H): 0.085, atom 47 (H): 0.108, atom 48 (H): 0.057, atom 49 (H): 0.086, atom 50 (H): 0.129, atom 51 (H): 0.113, atom 52 (H): 0.110, atom 53 (H): 0.103, atom 54 (H): 0.101, atom 55 (H): 0.078, atom 56 (C): -0.255, atom 57 (Si): 0.379, atom 58 (C): -0.252, atom 59 (C): -0.259, atom 60 (H): 0.029, atom 61 (H): 0.012, atom 62 (H): 0.018, atom 63 (H): 0.031, atom 64 (H): 0.008, atom 65 (H): -0.020, atom 66 (H): 0.028, atom 67 (H): -0.012, atom 68 (H): 0.011


# 2
Molecular formula: CH3O4
Method: DFT, wB97M-V/def2-TZVPD

Positions of all 8 atoms, in Å:
C  -0.494  0.163  0.051
O  4.667  0.225  -0.034
O  0.149  -0.870  0.006
O  2.562  -0.036  0.282
O  3.686  -0.466  -0.127
H  -0.036  1.152  0.167
H  -1.588  0.104  -0.005
H  1.186  -0.775  0.084

Properties
- Gap between HOMO and LUMO (alpha / beta): 0.3603 / 0.3609 Eh
- E: -9259.0766 eV
- Energy above the lowest of the compared OMol25 structures with the same formula, charge and spin: 132.5 kcal/mol
- LUMO level (alpha / beta): -7.4 / -7.4 eV
- Charge: +1

Charges in e, computed with Löwdin, in the same order as the atoms: atom 1 (C): 0.171, atom 2 (O): 0.213, atom 3 (O): 0.201, atom 4 (O): 0.011, atom 5 (O): -0.020, atom 6 (H): 0.148, atom 7 (H): 0.150, atom 8 (H): 0.127


# 3
Molecular formula: C11H9Br4N3O2
Method: DFT, wB97M-V/def2-TZVPD

Positions of all 29 atoms, in Å:
O  -0.328  1.280  2.805
Br  3.494  0.612  -4.656
Br  1.611  3.220  -4.317
Br  3.128  -2.111  -2.678
Br  -0.662  3.374  -1.957
N  0.864  -1.422  -0.441
O  -0.664  3.230  1.743
C  -0.733  1.892  1.829
C  -0.107  -0.937  0.288
C  2.196  0.613  -3.288
C  1.350  1.761  -3.146
C  2.099  -0.500  -2.414
C  0.395  1.807  -2.112
C  1.138  -0.417  -1.396
C  0.281  0.682  -1.243
N  -0.631  -1.654  1.375
N  -0.474  0.342  -0.151
C  -2.069  -2.046  1.553
C  0.326  -2.487  2.127
C  -1.396  1.192  0.623
H  -0.254  3.473  2.590
H  -2.320  -1.770  2.597
H  -2.728  -1.519  0.875
H  -2.225  -3.136  1.421
H  0.565  -3.456  1.629
H  -0.065  -2.678  3.131
H  1.258  -1.952  2.263
H  -2.285  0.631  0.971
H  -1.764  1.977  -0.021

Properties
- Gap between HOMO and LUMO: 0.3161 Eh
- E: -300288.0687 eV
- Energy above the lowest of the compared OMol25 structures with the same formula, charge and spin: 0.0 kcal/mol
- LUMO level: 0.3 eV
- Charge: 0

Charges in e, computed with Löwdin, in the same order as the atoms: atom 1 (O): 0.096, atom 2 (Br): 0.710, atom 3 (Br): 0.714, atom 4 (Br): 0.714, atom 5 (Br): 0.789, atom 6 (N): 0.180, atom 7 (O): 0.107, atom 8 (C): -0.466, atom 9 (C): -0.297, atom 10 (C): -0.735, atom 11 (C): -0.747, atom 12 (C): -0.609, atom 13 (C): -0.600, atom 14 (C): -0.255, atom 15 (C): -0.178, atom 16 (N): -0.151, atom 17 (N): 0.052, atom 18 (C): -0.043, atom 19 (C): -0.067, atom 20 (C): -0.034, atom 21 (H): 0.135, atom 22 (H): 0.090, atom 23 (H): 0.067, atom 24 (H): 0.090, atom 25 (H): 0.093, atom 26 (H): 0.082, atom 27 (H): 0.081, atom 28 (H): 0.130, atom 29 (H): 0.053